112
Properties=species:S:1:pos:R:3 method="wB97M-V/def2-TZVPD" homo_ev=-8.50 largest_force_ev_per_a=8.50 e_lumo_ev=-2.03 total_charge=0
C 5.404 2.148 1.866
C 3.991 2.163 0.971
C 2.762 3.172 1.385
C 1.390 3.214 0.467
C 1.357 2.192 -0.853
C 2.555 1.146 -1.254
C 2.530 0.094 -2.523
F 1.231 -0.673 -2.618
F 3.565 -0.962 -2.212
C 2.992 0.758 -3.959
F 3.783 2.012 -3.817
F 3.916 -0.248 -4.603
C 3.909 1.137 -0.311
C 0.013 2.273 -1.788
O -0.070 1.978 -3.092
C -1.402 2.819 -1.087
C -2.791 2.326 -1.807
C -4.238 2.873 -1.171
C -4.308 3.882 0.160
C -5.757 4.425 0.793
C -6.995 3.641 0.058
C -8.490 4.035 0.602
C -9.524 2.855 0.021
C -9.153 1.922 -1.315
C -10.175 0.736 -1.897
C -11.640 0.404 -1.206
C -12.030 1.349 0.117
C -11.009 2.538 0.696
C -2.829 4.326 0.803
C -1.380 3.812 0.219
C 0.100 4.215 0.828
O 0.324 5.292 1.630
H 5.649 1.054 2.202
H 6.224 2.596 1.123
H 5.224 2.903 2.743
H 2.888 3.854 2.329
H 2.089 0.866 -4.713
H 4.859 0.449 -0.508
H -2.732 1.637 -2.754
H -5.199 2.505 -1.749
H -5.772 4.100 1.934
H -5.833 5.600 0.771
H -6.761 2.487 0.067
H -6.963 3.964 -1.091
H -8.574 4.183 1.762
H -8.813 5.024 0.017
H -8.141 2.038 -1.917
H -9.890 0.053 -2.834
H -12.362 -0.447 -1.621
H -13.087 1.112 0.602
H -11.316 3.208 1.627
H -2.784 5.073 1.732
C -0.348 -3.502 -3.224
Cl -0.823 -4.332 -1.737
Cl -0.405 -4.599 -4.610
H -1.032 -2.669 -3.401
H 0.671 -3.125 -3.111
C -2.186 -7.555 -3.288
Cl -3.288 -7.909 -4.623
Cl -1.106 -8.919 -2.976
H -1.586 -6.678 -3.545
H -2.771 -7.351 -2.388
C 4.392 2.950 6.138
Cl 5.791 2.083 5.492
Cl 3.271 3.400 4.848
H 3.873 2.306 6.852
H 4.737 3.857 6.642
C 1.601 -10.665 -4.603
Cl 3.229 -10.082 -4.970
Cl 1.481 -11.201 -2.923
H 0.887 -9.854 -4.770
H 1.366 -11.504 -5.262
C 6.814 5.783 3.729
Cl 5.712 5.429 2.393
Cl 7.894 4.419 4.041
H 7.414 6.660 3.472
H 6.229 5.987 4.629
C 2.986 -5.730 -2.212
Cl 1.971 -6.525 -3.421
Cl 3.019 -3.980 -2.461
H 2.585 -5.940 -1.217
H 4.003 -6.120 -2.289
C -8.486 7.928 1.890
Cl -9.588 7.574 0.555
Cl -7.406 6.564 2.202
H -7.886 8.805 1.633
H -9.071 8.132 2.790
C 4.652 -8.571 -0.639
Cl 3.975 -7.331 0.424
Cl 6.143 -8.008 -1.404
H 4.870 -9.465 -0.050
H 3.922 -8.810 -1.416
C 3.752 -12.402 -0.382
Cl 3.075 -11.163 0.682
Cl 5.243 -11.840 -1.146
H 3.970 -13.296 0.208
H 3.022 -12.642 -1.159
C 4.152 -8.223 4.186
Cl 3.677 -9.052 5.673
Cl 4.095 -9.319 2.800
H 3.468 -7.389 4.009
H 5.171 -7.845 4.299
C 9.184 7.231 1.036
Cl 10.086 5.822 1.605
Cl 8.672 8.248 2.389
H 9.823 7.819 0.372
H 8.299 6.891 0.491
C 1.954 8.271 2.458
Cl 3.610 7.936 2.978
Cl 1.092 9.237 3.662
H 1.982 8.821 1.514
H 1.426 7.325 2.318

94
Properties=species:S:1:pos:R:3 method="wB97M-V/def2-TZVPD" homo_ev=-8.76 largest_force_ev_per_a=4.55 smiles="C=CCc1c2c(cc(COc3cc(C)ccc3C(C)C)c1S(C)(=O)=O)C(=O)c1ccc(F)c(CON=O)c1C2=O.C1CCOC1.C1CCOC1" e_lumo_ev=-1.48 total_charge=0
C 1.227 -3.789 0.397
C 2.042 -2.938 1.098
C 2.219 -1.419 0.714
C 1.430 -1.103 -0.621
C 2.236 -1.021 -1.839
C 1.606 -0.686 -3.140
C 0.168 -0.491 -3.143
C -0.682 -0.595 -1.934
C -2.213 -0.391 -2.198
O -2.889 0.427 -1.241
C -3.913 1.200 -1.819
C -3.795 2.667 -1.677
C -4.762 3.606 -2.241
C -4.694 5.160 -2.102
C -5.882 3.039 -2.996
C -6.036 1.582 -3.132
C -5.084 0.621 -2.552
C -5.342 -0.912 -2.726
C -6.710 -1.272 -3.430
C -5.220 -1.761 -1.392
C -0.045 -0.906 -0.608
S -1.067 -1.019 0.899
C -2.554 -2.085 0.615
O -1.487 0.346 1.274
O -0.382 -1.592 2.066
C 2.508 -0.558 -4.407
O 2.145 -0.870 -5.517
C 3.930 0.040 -4.137
C 4.621 0.919 -5.097
C 5.945 1.401 -4.702
C 6.578 1.009 -3.431
F 7.837 1.480 -3.160
C 5.907 0.113 -2.465
C 6.644 -0.282 -1.150
O 6.096 0.486 -0.041
N 6.205 1.813 -0.386
O 5.875 2.463 0.544
C 4.569 -0.331 -2.854
C 3.776 -1.266 -1.888
O 4.305 -2.147 -1.249
H 0.576 -4.527 0.939
H 1.115 -3.768 -0.716
H 2.577 -3.313 2.001
H 1.752 -0.739 1.487
H 3.296 -1.111 0.654
H -0.327 -0.251 -4.119
H -2.303 0.136 -3.197
H -2.694 -1.401 -2.357
H -2.917 3.048 -1.089
H -5.724 5.560 -1.875
H -4.417 5.571 -3.108
H -3.963 5.451 -1.309
H -6.644 3.702 -3.484
H -6.927 1.254 -3.725
H -4.526 -1.293 -3.414
H -7.502 -0.609 -2.991
H -6.626 -1.070 -4.532
H -7.004 -2.348 -3.273
H -4.309 -2.419 -1.467
H -5.247 -1.156 -0.451
H -6.090 -2.478 -1.341
H -2.536 -2.894 1.399
H -3.425 -1.402 0.738
H -2.451 -2.542 -0.399
H 4.109 1.167 -6.052
H 6.500 2.094 -5.382
H 7.760 -0.134 -1.229
H 6.516 -1.369 -0.888
C -0.263 -2.435 5.277
C 0.261 -3.388 6.335
C -1.021 -3.841 7.011
O -2.049 -3.805 6.014
C -1.557 -3.108 4.861
H 0.423 -2.282 4.445
H -0.476 -1.461 5.729
H 0.752 -4.240 5.855
H 0.970 -2.932 7.026
H -1.309 -3.156 7.816
H -0.945 -4.849 7.424
H -1.383 -3.846 4.070
H -2.308 -2.396 4.514
C 2.259 3.369 2.500
C 3.556 3.048 3.219
C 3.657 4.193 4.210
O 2.315 4.576 4.538
C 1.413 3.942 3.622
H 1.798 2.506 2.017
H 2.438 4.133 1.737
H 3.458 2.098 3.754
H 4.419 2.979 2.558
H 4.155 5.061 3.765
H 4.192 3.915 5.120
H 0.884 3.151 4.164
H 0.680 4.670 3.266

100
Properties=species:S:1:pos:R:3 method="wB97M-V/def2-TZVPD" homo_ev="-3.28 / -5.50" e_above_lowest_kcal_mol=18.0 s_squared=6.05 largest_force_ev_per_a=0.42 multiplicity=5 e_lumo_ev="1.82 / -0.88" total_charge=-1
Rh 1.646 -0.084 0.546
C 2.884 -4.171 -0.742
C 3.609 -3.883 -1.923
C 3.825 -2.587 -2.284
C 3.326 -1.521 -1.481
N 2.611 -1.825 -0.342
C 2.418 -3.103 -0.010
C 3.530 -0.145 -1.761
C 4.337 0.318 -2.836
C 4.593 1.648 -2.986
C 4.054 2.564 -2.061
C 3.244 2.074 -1.067
N 2.950 0.775 -0.905
H 2.703 -5.181 -0.403
H 3.995 -4.685 -2.541
H 4.379 -2.369 -3.186
H 1.853 -3.261 0.901
H 4.759 -0.392 -3.532
H 5.209 1.990 -3.808
H 4.233 3.627 -2.130
H 2.780 2.753 -0.367
Te 0.490 -0.645 2.728
C 2.210 -0.289 3.884
C 2.140 -0.344 5.273
C 3.273 -0.102 6.039
C 4.477 0.203 5.421
C 4.549 0.264 4.036
C 3.423 0.016 3.268
H 1.200 -0.568 5.761
H 3.211 -0.144 7.119
H 5.358 0.396 6.019
H 5.485 0.507 3.549
H 3.479 0.068 2.181
N 0.030 -0.632 -1.064
C -1.038 0.279 -1.318
C -0.974 1.138 -2.401
C -1.943 2.119 -2.561
C -2.982 2.241 -1.656
C -3.058 1.352 -0.588
C -2.091 0.377 -0.414
S -4.203 3.543 -1.821
O -5.471 2.843 -1.939
O -3.790 4.274 -3.012
O -4.062 4.308 -0.586
H 0.572 -0.836 -1.897
H -0.308 -1.513 -0.689
H -0.140 1.075 -3.091
H -1.901 2.815 -3.388
H -3.875 1.446 0.116
H -2.137 -0.288 0.443
C -4.261 -7.163 -0.135
C -3.488 -7.039 1.161
C -2.397 -8.078 1.323
O -2.976 -5.679 1.300
P -1.620 -5.105 0.755
S -0.017 -5.379 1.847
S -1.572 -3.129 0.840
O -1.567 -5.692 -0.714
C -0.451 -5.314 -1.587
C -1.036 -4.616 -2.791
C 0.317 -6.573 -1.911
H -4.796 -8.114 -0.147
H -3.593 -7.128 -0.993
H -4.989 -6.358 -0.222
H -4.177 -7.110 2.004
H -1.700 -8.057 0.484
H -2.856 -9.067 1.354
H -1.843 -7.926 2.248
H 0.192 -4.625 -1.034
H -1.670 -5.296 -3.363
H -0.232 -4.264 -3.438
H -1.630 -3.755 -2.486
H -0.325 -7.294 -2.421
H 0.709 -7.029 -1.001
H 1.157 -6.331 -2.564
C -0.956 8.330 0.427
C -1.801 7.083 0.125
C -1.988 6.986 -1.389
C -3.187 7.233 0.769
C -1.104 5.853 0.704
C -0.863 5.788 2.082
C -0.243 4.701 2.693
C 0.131 3.665 1.867
O 0.726 2.461 2.182
B 0.835 1.755 0.967
O 0.352 2.554 -0.068
C -0.099 3.717 0.508
C -0.711 4.787 -0.105
H -1.456 9.222 0.040
H 0.027 8.257 -0.045
H -0.804 8.468 1.499
H -2.483 7.893 -1.745
H -2.608 6.136 -1.674
H -1.027 6.914 -1.906
H -3.715 8.073 0.310
H -3.112 7.431 1.840
H -3.775 6.329 0.610
H -1.179 6.613 2.708
H -0.078 4.665 3.761
H -0.919 4.763 -1.164

94
Properties=species:S:1:pos:R:3 method="wB97M-V/def2-TZVPD" homo_ev=-10.43 e_above_lowest_kcal_mol=11.9 largest_force_ev_per_a=0.71 e_lumo_ev=-2.93 total_charge=+1
Ba 1.085 -0.113 0.471
C -1.499 -1.533 -1.099
C -0.120 -1.853 -1.700
C 0.550 -0.732 -2.524
Sb 0.223 1.496 -2.558
C -1.126 1.913 -0.893
C -0.645 2.400 0.333
C -1.504 2.574 1.413
C -2.859 2.319 1.267
C -3.354 1.912 0.042
C -2.495 1.699 -1.028
C -1.268 1.428 -4.058
C -2.093 0.321 -4.255
C -3.068 0.346 -5.241
C -3.225 1.472 -6.036
C -2.405 2.574 -5.849
C -1.426 2.553 -4.864
Sb -1.748 -2.010 1.028
C -3.736 -1.307 1.142
C -4.178 -0.658 2.292
C -5.468 -0.136 2.335
C -6.311 -0.261 1.242
C -5.877 -0.920 0.099
C -4.594 -1.444 0.049
C -2.076 -4.094 0.735
C -0.991 -4.924 0.467
C -1.177 -6.279 0.234
C -2.453 -6.821 0.288
C -3.537 -6.008 0.579
C -3.353 -4.649 0.803
H -2.285 -2.040 -1.654
H -1.709 -0.469 -1.168
H -0.213 -2.720 -2.357
H 0.588 -2.255 -0.942
H 0.255 -0.880 -3.565
H 1.639 -0.851 -2.513
H 0.397 2.701 0.454
H -1.132 2.901 2.371
H -3.508 2.429 2.123
H -4.413 1.716 -0.073
H -2.901 1.347 -1.967
H -1.987 -0.562 -3.636
H -3.708 -0.515 -5.387
H -3.986 1.489 -6.805
H -2.523 3.451 -6.472
H -0.787 3.419 -4.733
H -3.516 -0.533 3.141
H -5.809 0.369 3.230
H -7.313 0.147 1.281
H -6.541 -1.031 -0.749
H -4.273 -1.972 -0.839
H 0.018 -4.522 0.447
H -0.326 -6.915 0.026
H -2.599 -7.879 0.118
H -4.532 -6.431 0.640
H -4.206 -4.030 1.044
N 4.343 1.910 3.159
C 3.034 1.532 3.360
C 2.632 0.204 3.207
C 1.334 -0.184 3.572
C 0.405 0.746 4.000
C 0.801 2.081 4.108
C 2.086 2.470 3.789
S -1.228 0.231 4.524
O -1.146 0.147 5.957
O -1.396 -1.054 3.839
O -2.114 1.273 4.014
H 4.583 2.883 3.127
H 4.991 1.268 2.741
H 3.363 -0.544 2.908
H 1.039 -1.228 3.522
H 0.089 2.812 4.472
H 2.385 3.503 3.925
C 5.383 3.128 -1.073
N 4.561 2.192 -0.306
C 3.288 2.753 0.103
C 4.679 0.844 -0.487
N 3.605 0.091 -0.496
N 5.940 0.360 -0.683
C 6.117 -0.999 -1.162
C 7.088 0.897 0.039
H 4.746 3.684 -1.765
H 6.126 2.591 -1.655
H 5.888 3.843 -0.422
H 3.455 3.766 0.470
H 2.850 2.203 0.933
H 2.582 2.817 -0.735
H 3.885 -0.886 -0.521
H 5.423 -1.208 -1.975
H 5.987 -1.744 -0.368
H 7.129 -1.099 -1.549
H 6.807 1.791 0.587
H 7.901 1.145 -0.644
H 7.455 0.153 0.752